1.
This record from the OMol25 dataset describes 14 unconnected molecules or ions with the total composition C49H79Br3O31 in a non-equilibrium geometry. The level of theory is the ωB97M-V functional and the def2-TZVPD basis.

Each line ends with the Löwdin charge.
CARTESIAN COORDINATES (ANGSTROEM)
C 0.48 2.02 5.66  -0.003
C 1.17 1.00 4.75  -0.312
C 0.67 0.97 3.32  -0.091
O 1.86 0.74 2.58  0.075
C 2.87 1.14 3.28  -0.573
O 3.94 1.42 2.79  0.128
O 2.54 1.29 4.59  0.114
H -0.61 1.90 5.68  0.073
H 0.71 3.01 5.27  0.090
H 0.79 1.93 6.70  0.084
H 1.01 0.02 5.20  0.139
H 0.14 1.89 3.07  0.114
H -0.07 0.21 3.10  0.113
C 1.22 -6.13 2.68  -0.013
C 1.02 -4.65 2.52  -0.298
C 0.44 -3.93 3.80  -0.045
O 1.32 -2.79 3.90  0.051
C 2.38 -2.89 3.07  -0.510
O 3.33 -2.10 3.04  0.116
O 2.25 -3.97 2.32  0.099
H 1.93 -6.34 3.47  0.093
H 1.60 -6.54 1.75  0.075
H 0.34 -6.70 2.98  0.095
H 0.32 -4.44 1.71  0.129
H 0.63 -4.54 4.68  0.132
H -0.61 -3.65 3.71  0.105
C 4.56 3.55 -5.61  -0.005
C 4.56 3.16 -4.09  -0.317
C 3.26 2.45 -3.64  -0.139
O 3.75 1.35 -3.03  0.043
C 5.10 1.27 -3.19  -0.475
O 5.81 0.37 -2.69  0.109
O 5.63 2.33 -3.82  0.120
H 5.43 4.15 -5.86  0.083
H 3.76 4.23 -5.92  0.081
H 4.40 2.65 -6.20  0.086
H 4.65 4.08 -3.51  0.130
H 2.65 2.12 -4.49  0.062
H 2.63 2.90 -2.88  0.133
C 5.15 5.17 1.55  -0.018
C 3.93 5.09 0.70  -0.365
C 4.08 4.02 -0.39  -0.101
O 2.88 3.34 -0.29  0.058
C 2.14 3.74 0.81  -0.437
O 1.07 3.31 1.22  0.135
O 2.85 4.70 1.47  0.100
H 6.05 5.57 1.08  0.096
H 5.47 4.23 2.00  0.094
H 4.86 5.86 2.34  0.094
H 3.64 6.05 0.27  0.158
H 4.92 3.38 -0.13  0.124
H 4.28 4.50 -1.35  0.125
C -6.39 2.91 1.52  0.001
C -6.49 1.66 0.70  -0.327
C -6.91 1.92 -0.73  -0.090
O -5.89 1.36 -1.52  0.091
C -4.89 0.90 -0.75  -0.551
O -3.81 0.38 -1.09  0.102
O -5.27 1.08 0.45  0.112
H -5.67 3.58 1.05  0.077
H -6.05 2.74 2.54  0.096
H -7.35 3.43 1.53  0.100
H -7.18 0.94 1.13  0.163
H -6.90 3.00 -0.88  0.127
H -7.94 1.66 -0.98  0.145
C -1.81 5.89 0.36  0.001
C -2.65 4.83 1.10  -0.280
C -2.29 3.39 0.69  -0.106
O -2.18 2.66 1.89  0.066
C -2.39 3.50 2.90  -0.562
O -2.43 3.21 4.07  0.132
O -2.38 4.77 2.49  0.100
H -1.73 6.73 1.05  0.089
H -2.23 6.28 -0.57  0.075
H -0.83 5.44 0.17  0.079
H -3.73 4.93 0.97  0.137
H -1.33 3.20 0.21  0.117
H -3.04 2.86 0.11  0.116
C 0.97 -0.92 -1.84  -0.057
C 0.63 -1.00 -0.37  -0.288
C -0.46 0.00 0.04  -0.092
O -1.18 -0.70 0.99  0.080
C -0.92 -1.99 0.89  -0.582
O -1.54 -2.87 1.41  0.140
O 0.02 -2.21 -0.03  0.085
H 1.46 -1.86 -2.10  0.051
H 1.70 -0.12 -1.84  0.085
H 0.17 -0.73 -2.57  0.046
H 1.50 -1.00 0.28  0.154
H -1.09 0.43 -0.74  0.110
H 0.07 0.88 0.43  0.125
C 2.67 -4.57 -1.46  -0.007
C 2.41 -5.98 -1.91  -0.354
C 3.70 -6.65 -2.39  -0.102
O 3.53 -7.96 -1.97  0.076
C 2.55 -8.06 -1.04  -0.560
O 2.31 -8.99 -0.36  0.177
O 1.96 -6.86 -0.94  0.085
H 1.77 -4.19 -0.98  0.073
H 2.81 -3.87 -2.28  0.088
H 3.45 -4.52 -0.69  0.087
H 1.59 -6.05 -2.61  0.156
H 4.52 -6.15 -1.89  0.140
H 3.68 -6.62 -3.48  0.141
C 6.63 0.78 0.60  -0.011
C 5.99 -0.56 0.99  -0.323
C 4.58 -0.79 0.48  -0.097
O 4.64 -2.15 0.12  0.076
C 5.87 -2.61 0.13  -0.525
O 6.22 -3.77 -0.12  0.104
O 6.72 -1.62 0.48  0.110
H 6.61 1.01 -0.47  0.060
H 7.68 0.83 0.89  0.087
H 6.13 1.66 1.00  0.058
H 5.99 -0.53 2.08  0.152
H 4.46 -0.13 -0.38  0.122
H 3.85 -0.54 1.25  0.095
C -6.90 -3.96 1.53  -0.018
C -6.47 -2.86 0.55  -0.468
O -7.19 -2.39 -0.30  0.063
C -5.01 -2.44 0.74  -0.018
H -6.12 -4.09 2.27  0.066
H -7.16 -4.90 1.05  0.089
H -7.80 -3.60 2.04  0.082
H -4.72 -1.99 -0.21  0.054
H -4.40 -3.32 0.94  0.086
H -4.94 -1.65 1.49  0.081
C -2.81 -0.06 3.74  -0.022
C -2.37 -1.18 4.57  -0.458
O -1.28 -1.19 5.22  0.035
C -3.28 -2.37 4.56  -0.019
H -3.73 0.34 4.16  0.106
H -2.92 -0.38 2.70  0.082
H -2.06 0.72 3.83  0.057
H -4.01 -2.18 5.35  0.093
H -2.77 -3.25 4.95  0.085
H -3.79 -2.47 3.61  0.068
C -3.07 1.82 -4.09  -0.027
C -2.24 2.68 -3.13  -0.474
O -1.25 2.22 -2.57  0.034
C -2.71 4.07 -2.85  -0.015
H -2.40 1.34 -4.80  0.024
H -3.88 2.37 -4.56  0.086
H -3.60 1.02 -3.59  0.060
H -3.67 4.01 -2.34  0.089
H -2.78 4.64 -3.78  0.090
H -2.01 4.65 -2.24  0.065
C -3.17 -1.49 -4.67  -0.019
C -3.46 -2.36 -3.46  -0.446
O -4.42 -3.16 -3.55  0.035
C -2.64 -2.29 -2.22  -0.014
H -2.68 -2.13 -5.41  0.089
H -2.44 -0.72 -4.42  0.041
H -4.09 -1.02 -5.03  0.093
H -3.27 -2.66 -1.42  0.069
H -2.35 -1.26 -2.00  0.062
H -1.80 -2.97 -2.28  0.105
C 0.78 -0.10 -6.51  -1.458
Br 0.28 1.64 -5.88  0.655
Br 1.61 -1.23 -5.02  0.587
Br 2.05 -0.03 -8.07  0.521
H -0.13 -0.58 -6.85  -0.029

Results
- LUMO (eV) = -1.0
- Kohn-Sham gap (eV) = 8.58
- electronic energy (hartree) = -11969.047893


2.
This record from the OMol25 dataset describes a single C2H3N3O5S2 molecule in a non-equilibrium geometry. The level of theory is the ωB97M-V functional and the def2-TZVPD basis.

Each line ends with the Löwdin charge.
CARTESIAN COORDINATES (ANGSTROEM)
C 1.67 0.42 -1.42  -0.363
C -2.46 -0.74 0.64  0.135
N 2.12 -0.71 -1.49  0.063
N -0.99 0.33 -0.88  -0.122
N 1.31 0.74 -0.12  -0.222
O 0.48 -1.56 0.53  -0.255
O 2.84 -1.11 0.99  -0.209
O -0.37 2.66 0.14  -0.241
O -0.55 0.72 1.56  -0.267
O -1.81 -0.55 -0.45  -0.092
S 1.70 -0.90 0.23  0.680
S -0.26 1.25 0.30  0.576
H -2.34 -0.26 1.54  0.079
H -3.01 -1.57 0.54  0.080
H 1.67 1.28 -2.11  0.158

Results
- LUMO (alpha / beta) (eV) = -1.1 / -1.1
- Kohn-Sham gap (alpha / beta) (eV) = 8.84 / 8.83
- ΔE to the lowest compared entry with this formula, charge and spin (kJ/mol) = 64.3
- electronic energy (hartree) = -1414.589009


3.
This record from the OMol25 dataset describes a gas-phase ion, C4H9N2O (charge +1) in a non-equilibrium geometry. The level of theory is the ωB97M-V functional and the def2-TZVPD basis.

Each line ends with the Löwdin charge.
CARTESIAN COORDINATES (ANGSTROEM)
C 0.09 -1.85 -0.42  -0.029
C 0.62 -0.44 -0.68  -0.310
C -0.42 0.66 -0.91  -0.032
C -0.09 1.31 0.45  -0.021
N -0.56 2.25 1.21  0.298
N 1.13 0.21 0.58  -0.005
O 1.12 -0.50 1.83  -0.014
H 0.01 -2.47 -1.26  0.071
H -0.90 -1.81 0.14  0.117
H 0.76 -2.33 0.30  0.080
H 1.36 -0.41 -1.54  0.166
H -1.42 0.33 -0.66  0.130
H -0.48 1.07 -1.90  0.134
H -1.34 2.72 0.89  0.132
H -0.11 2.37 2.07  0.144
H 2.04 -0.85 1.80  0.138

Results
- LUMO (eV) = -4.7
- SMILES string = C[C@H]1CC(=[NH2+])N1O
- Kohn-Sham gap (eV) = 9.63
- ΔE to the lowest compared entry with this formula, charge and spin (kJ/mol) = 455.8
- electronic energy (hartree) = -342.183653
- charge = +1


4.
This record from the OMol25 dataset describes a molecular structure, C43H56AsBClN5SbY. The level of theory is the ωB97M-V functional and the def2-TZVPD basis.

Each line ends with the Löwdin charge.
CARTESIAN COORDINATES (ANGSTROEM)
Y 0.44 0.72 -0.52  1.303
B -2.25 -0.19 1.36  -0.437
N -2.52 1.21 0.72  -0.085
C -3.51 2.09 0.92  -0.071
C -3.36 3.14 0.02  -0.051
C -2.23 2.81 -0.71  -0.145
N -1.73 1.64 -0.28  -0.090
N -1.03 -0.07 2.34  -0.087
C -0.97 -0.27 3.66  -0.083
C 0.35 -0.16 4.06  -0.053
C 1.04 0.13 2.88  -0.158
N 0.20 0.17 1.85  -0.094
H -1.92 -0.92 0.45  0.054
H -3.21 -0.55 1.97  0.079
H -4.26 1.89 1.67  0.125
H -4.00 4.00 -0.09  0.094
H -1.75 3.32 -1.53  0.095
H -1.87 -0.49 4.21  0.125
H 0.75 -0.26 5.06  0.096
H 2.10 0.30 2.73  0.091
C 3.06 -3.29 2.35  -0.175
C 2.93 -2.48 1.07  -0.416
Sb 0.98 -2.46 0.14  1.448
C -0.24 -3.25 1.72  -0.421
C -0.23 -4.76 1.93  -0.178
C 1.16 -4.14 -1.18  -0.414
C 2.13 -5.23 -0.75  -0.172
H 4.07 -3.21 2.77  0.071
H 2.86 -4.35 2.17  0.052
H 2.36 -2.96 3.12  0.057
H 3.62 -2.83 0.30  0.034
H 3.20 -1.43 1.24  0.014
H -1.25 -2.90 1.49  0.029
H 0.07 -2.72 2.62  0.033
H -0.47 -5.30 1.01  0.059
H -0.98 -5.05 2.67  0.070
H 0.73 -5.12 2.28  0.049
H 1.46 -3.71 -2.14  0.017
H 0.15 -4.53 -1.31  0.047
H 3.15 -4.84 -0.63  0.058
H 2.18 -6.03 -1.49  0.072
H 1.85 -5.68 0.21  0.049
Cl 7.11 0.03 -1.63  0.642
C 5.65 0.83 -1.12  -0.691
C 4.93 1.60 -2.02  -0.106
C 3.75 2.20 -1.63  -0.053
C 3.24 2.06 -0.32  -0.362
C 1.90 2.56 0.04  -0.244
C 4.02 1.30 0.57  -0.080
C 5.20 0.69 0.18  -0.122
H 5.28 1.70 -3.04  0.108
H 3.19 2.77 -2.35  0.091
H 1.65 3.49 -0.47  0.031
H 1.80 2.72 1.12  0.036
H 3.71 1.22 1.61  0.092
H 5.78 0.10 0.89  0.106
C -4.89 -2.35 -6.62  -0.051
C -3.78 -1.63 -5.90  -0.267
C -3.40 -0.34 -6.27  -0.017
C -2.37 0.33 -5.63  -0.301
C -2.05 1.73 -6.08  -0.067
C -1.67 -0.30 -4.58  -0.313
As -0.37 0.88 -3.68  1.301
N 0.79 -0.03 -2.57  -0.428
C 1.75 -0.95 -2.99  -0.413
C 2.93 -1.09 -2.24  -0.101
C 3.88 -2.04 -2.56  -0.092
C 3.71 -2.88 -3.66  -0.101
C 2.55 -2.75 -4.42  -0.088
C 1.59 -1.81 -4.08  -0.073
C 0.94 1.50 -5.01  -0.270
C 1.41 0.82 -6.15  -0.261
C 0.74 -0.36 -6.81  -0.059
C 2.54 1.31 -6.81  -0.014
C 3.20 2.46 -6.41  -0.265
C 4.44 2.94 -7.10  -0.047
C 2.65 3.18 -5.35  -0.024
C 1.53 2.73 -4.66  -0.293
C 0.97 3.63 -3.59  -0.104
C -2.07 -1.57 -4.16  -0.266
C -1.47 -2.33 -3.00  -0.068
C -3.11 -2.21 -4.84  -0.019
H -5.40 -1.70 -7.32  0.073
H -5.63 -2.74 -5.91  0.080
H -4.50 -3.21 -7.18  0.082
H -3.93 0.16 -7.08  0.114
H -2.83 2.09 -6.76  0.079
H -1.10 1.79 -6.60  0.071
H -2.00 2.43 -5.24  0.061
H 3.14 -0.42 -1.41  0.068
H 4.79 -2.10 -1.97  0.095
H 4.46 -3.62 -3.91  0.099
H 2.39 -3.39 -5.28  0.106
H 0.69 -1.74 -4.68  0.076
H -0.10 -0.76 -6.26  0.041
H 1.46 -1.16 -6.96  0.083
H 0.37 -0.06 -7.79  0.093
H 2.91 0.76 -7.67  0.121
H 4.60 2.41 -8.04  0.074
H 5.32 2.77 -6.48  0.081
H 4.39 4.00 -7.32  0.079
H 3.10 4.12 -5.06  0.118
H 1.54 4.56 -3.55  0.083
H 1.02 3.19 -2.59  0.015
H -0.07 3.88 -3.78  0.066
H -0.85 -1.71 -2.36  0.012
H -0.85 -3.16 -3.35  0.081
H -2.27 -2.76 -2.40  0.088
H -3.41 -3.20 -4.50  0.123

Results
- LUMO (eV) = 0.6
- Kohn-Sham gap (eV) = 7.87
- ΔE to the lowest compared entry with this formula, charge and spin (kJ/mol) = 0.0
- electronic energy (hartree) = -4945.412550


5.
This record from the OMol25 dataset describes a molecular structure, C4H4NiO4 in a non-equilibrium geometry. The level of theory is the ωB97M-V functional and the def2-TZVPD basis.

Each line ends with the Löwdin spin population.
CARTESIAN COORDINATES (ANGSTROEM)
O 0.03 2.27 -4.50  0.000
C 0.08 1.13 -4.67  0.000
Ni 0.84 -0.07 0.15  1.734
C 2.26 0.68 -0.85  0.048
C -0.74 0.56 -0.58  0.080
O 3.03 0.64 -1.73  0.009
O -1.82 0.40 -0.95  0.002
C -0.80 -0.71 2.42  0.010
O 0.21 -1.10 1.54  0.108
H -1.75 -0.57 1.91  0.003
H -0.53 0.25 2.81  0.001
H -0.93 -1.41 3.23  0.003
H 0.13 -2.06 1.22  0.002

Results
- spin multiplicity = 3
- LUMO (alpha / beta) (eV) = -11.1 / -13.7
- ⟨S²⟩ = 2.0069
- Kohn-Sham gap (alpha / beta) (eV) = 7.77 / 5.23
- ΔE to the lowest compared entry with this formula, charge and spin (kJ/mol) = 0.0
- electronic energy (hartree) = -1963.270538
- charge = +2


6.
This record from the OMol25 dataset describes a single C3H10BN molecule in a non-equilibrium geometry. The level of theory is the ωB97M-V functional and the def2-TZVPD basis.

Each line ends with the Löwdin charge.
CARTESIAN COORDINATES (ANGSTROEM)
C 2.13 -0.02 0.10  -0.050
B 0.79 -0.86 0.21  -0.394
N -0.38 -0.33 -0.05  -0.105
C -0.77 1.23 -0.61  0.055
C -1.65 -0.80 0.35  -0.147
H 1.98 1.01 0.05  0.011
H 2.70 -0.27 -0.81  0.064
H 2.76 -0.12 0.93  0.024
H 0.70 -1.95 0.71  0.082
H -0.63 1.40 -1.62  0.045
H -1.68 1.52 -0.15  0.046
H 0.02 1.86 -0.04  0.094
H -2.17 -0.12 0.97  0.061
H -2.22 -0.95 -0.62  0.102
H -1.64 -1.89 0.75  0.113

Results
- LUMO (eV) = 0.8
- SMILES string = CBN(C)C
- Kohn-Sham gap (eV) = 10.51
- ΔE to the lowest compared entry with this formula, charge and spin (kJ/mol) = 168.9
- electronic energy (hartree) = -199.870845